# 1
Formula: C37H32FeNP2S
Source: the Open Molecules 2025 dataset
Level of theory: the ωB97M-V functional and the def2-TZVPD basis

Structure (XYZ):
```
74
Properties=species:S:1:pos:R:3:mulliken_spin:R:1
C 0.58893 -1.34975 -1.94647 0.048
C -0.40286 -1.83046 -1.10383 0.011
C -1.70969 -1.91511 -1.60940 0.020
C -1.99032 -1.61614 -2.94804 -0.004
C -0.95463 -1.30848 -3.83411 0.031
C 0.33437 -1.12827 -3.28256 -0.021
P -0.01659 -2.20292 0.63520 0.058
C -1.25114 -3.36758 1.11909 -0.004
C -2.31992 -2.83809 1.86109 -0.013
C -3.40519 -3.63792 2.19590 -0.001
C -3.44349 -4.95892 1.74005 0.001
C -2.39672 -5.49003 0.98147 0.001
C -1.30522 -4.68758 0.65588 0.002
Fe 0.13490 -0.00930 0.97050 4.070
P 0.02272 2.16255 0.52069 -0.024
C -1.31596 2.11704 -0.69508 -0.045
C -1.12802 2.34513 -2.06287 0.010
C -2.21018 2.30964 -2.93496 0.003
C -3.47849 1.96890 -2.47639 0.009
C -3.65042 1.61453 -1.13868 -0.011
C -2.58151 1.69006 -0.25560 0.010
C -0.31308 3.40202 1.75717 0.014
C 0.63849 3.51784 2.79104 0.005
C 0.47247 4.50608 3.75154 0.001
C -0.59927 5.39901 3.63229 0.004
C -1.47867 5.35473 2.54479 -0.001
C -1.31533 4.36656 1.57854 0.001
C 1.62321 2.38868 -0.30354 0.017
C 2.63388 1.42213 -0.12636 0.058
C 3.87389 1.56338 -0.76079 0.022
C 4.09658 2.68480 -1.57799 0.002
C 3.11095 3.66791 -1.73271 0.003
C 1.86779 3.51592 -1.10481 -0.005
C 1.61442 -2.93508 0.52148 0.016
C 2.14384 -3.71048 -0.52245 0.008
C 3.41086 -4.29951 -0.37742 0.003
C 4.13372 -4.08547 0.80482 0.005
C 3.60642 -3.32852 1.86353 -0.002
C 2.34076 -2.76385 1.71360 -0.006
H 1.55849 2.92007 2.79815 0.001
H 1.16308 4.59333 4.59368 0.001
H -0.73022 6.19121 4.36006 0.000
H -2.27463 6.08565 2.40758 0.000
H -1.85750 4.40975 0.63143 0.001
H -0.12038 2.52369 -2.42658 0.001
H -2.04216 2.52996 -3.98701 0.001
H -4.29709 1.91467 -3.18828 0.000
H -4.63432 1.29456 -0.80425 0.000
H -2.72552 1.40349 0.78494 -0.005
H 2.46028 0.52651 0.48870 -0.002
H 4.65556 0.79969 -0.67270 0.001
H 5.04619 2.81530 -2.09431 0.000
H 3.26587 4.53651 -2.38139 0.000
H 1.07216 4.24975 -1.24171 0.001
H 1.54958 -3.90407 -1.41537 0.001
H 3.81510 -4.90436 -1.20135 0.000
H 5.11634 -4.53831 0.89980 0.000
H 4.17457 -3.17805 2.78997 0.000
H 1.89721 -2.21012 2.54386 -0.008
H -2.34615 -1.78135 2.12472 0.005
H -4.24490 -3.22238 2.75891 0.000
H -4.30731 -5.58342 1.93081 0.000
H -2.43805 -6.51644 0.60086 0.000
H -0.52504 -5.05610 -0.01069 0.001
H -2.47626 -2.26594 -0.93020 0.003
H -3.03649 -1.61849 -3.27225 0.000
H -1.20761 -1.16740 -4.89659 0.000
H 1.26459 -0.77039 -3.73315 -0.001
H 1.62077 -1.17968 -1.64899 -0.004
H 0.41976 1.35710 -4.68196 0.000
H 0.91521 0.96175 -4.19048 0.000
S 0.15762 0.13086 5.52081 0.566
C -0.08158 0.08434 3.94993 -0.079
N -0.18864 0.03486 2.74840 0.219
```

Output
HOMO (alpha / beta) (hartree): -0.51257 / -0.51700
Expectation value of S²: 8.811
Multiplicity: 6
E_LUMO (alpha / beta) (eV): -5.70 / -9.12
Frontier orbital gap (alpha / beta) (eV): 8.25 / 4.95
Total charge: +2
Total energy (hartree): -3827.8447

=====

# 2
Formula: C51H49Cl4NO3P4Y
Source: the Open Molecules 2025 dataset
Level of theory: the ωB97M-V functional and the def2-TZVPD basis

Structure (XYZ):
```
113
Properties=species:S:1:pos:R:3:lowdin_charge:R:1
Y -0.48812 -0.24967 0.39082 1.079
O 0.82359 1.13322 3.38723 -0.072
C 2.15480 1.06668 3.74278 -0.255
C 2.69234 1.80238 4.79405 -0.009
C 4.04076 1.67537 5.08266 -0.049
C 4.85325 0.83241 4.33245 -0.063
C 4.31255 0.16468 3.25187 -0.072
C 2.96034 0.28480 2.92540 -0.291
P 2.35064 -0.36238 1.33742 1.083
C 2.90480 -2.09207 1.38268 -0.364
C 2.10178 -2.96642 2.11316 -0.133
C 2.44484 -4.30182 2.24727 -0.089
C 3.59158 -4.78352 1.62771 -0.069
C 4.39445 -3.92087 0.89536 -0.058
C 4.05947 -2.57769 0.77904 -0.076
C 3.39611 0.56598 0.17397 -0.352
C 3.82421 1.84577 0.53250 -0.096
C 4.52790 2.62884 -0.37050 -0.080
C 4.81713 2.14163 -1.63569 -0.061
C 4.39539 0.87039 -1.99897 -0.064
C 3.68018 0.08921 -1.10361 -0.121
C -0.16958 1.56420 4.24386 -0.272
C -0.14896 1.32044 5.60868 -0.021
C -1.18723 1.81052 6.38816 -0.057
C -2.22697 2.52363 5.80823 -0.068
C -2.25890 2.69210 4.43321 -0.076
C -1.24348 2.19186 3.61945 -0.261
P -1.29016 2.14082 1.78929 1.080
C -3.05994 2.39760 1.44277 -0.365
C -3.99694 1.57098 2.06390 -0.133
C -5.34719 1.69551 1.78362 -0.082
C -5.77865 2.64860 0.86574 -0.090
C -4.85152 3.45468 0.22390 -0.073
C -3.49603 3.32786 0.50741 -0.082
C -0.40996 3.61990 1.23599 -0.351
C 0.72415 3.47638 0.44265 -0.094
C 1.43140 4.59120 0.01928 -0.057
C 1.00454 5.85933 0.38693 -0.061
C -0.11905 6.01225 1.18846 -0.065
C -0.81983 4.89636 1.61641 -0.085
H 2.07277 2.47138 5.37165 0.119
H 4.45858 2.24555 5.90176 0.114
H 5.90183 0.72604 4.57242 0.111
H 4.95258 -0.44479 2.62465 0.116
H 1.20354 -2.59465 2.59938 0.070
H 1.81902 -4.96560 2.83090 0.108
H 3.86013 -5.82736 1.71998 0.110
H 5.29051 -4.29094 0.41549 0.112
H 4.69918 -1.91200 0.21342 0.104
H 3.61678 2.24043 1.51857 0.108
H 4.85541 3.61823 -0.07788 0.110
H 5.37007 2.74916 -2.33995 0.110
H 4.60772 0.48716 -2.98749 0.103
H 3.31910 -0.87928 -1.41862 0.078
H 0.66292 0.76655 6.05696 0.123
H -1.17419 1.63733 7.45613 0.113
H -3.02096 2.92799 6.42054 0.110
H -3.09912 3.20455 3.98290 0.109
H -3.67403 0.83258 2.79031 0.094
H -6.06450 1.06167 2.28948 0.108
H -6.83439 2.76266 0.65516 0.110
H -5.17865 4.19500 -0.49503 0.113
H -2.77607 3.94868 -0.00653 0.071
H 1.06231 2.49809 0.12166 0.084
H 2.30372 4.46378 -0.60755 0.102
H 1.54747 6.73189 0.04812 0.110
H -0.45104 7.00064 1.47684 0.109
H -1.69401 5.02174 2.24533 0.112
C -1.53656 -2.70094 3.96515 -0.271
P -1.93966 -2.36115 2.21897 0.790
C -3.76255 -2.33650 2.27183 -0.271
C -1.61288 -3.99603 1.43615 -0.421
C -1.84184 -4.00352 -0.07766 -0.406
P -0.71730 -2.80898 -0.90058 0.811
C 0.80257 -3.76740 -1.18742 -0.230
C -1.38777 -2.63655 -2.58044 -0.232
H -2.06689 -3.58436 4.32659 0.052
H -1.82292 -1.84469 4.57777 0.041
H -0.46596 -2.85889 4.09514 0.027
H -4.12834 -3.21374 2.80992 0.054
H -4.17653 -2.33603 1.26513 0.023
H -4.11821 -1.43907 2.77718 0.027
H -2.23142 -4.74950 1.93357 0.091
H -0.57050 -4.25211 1.65877 0.061
H -2.87039 -3.71302 -0.31174 0.072
H -1.70352 -5.01032 -0.48046 0.090
H 0.59099 -4.65635 -1.78508 0.058
H 1.25774 -4.06903 -0.24370 0.021
H 1.50819 -3.13262 -1.72453 0.030
H -1.63599 -3.61515 -2.99698 0.057
H -0.63301 -2.16727 -3.21257 0.032
H -2.27802 -2.01002 -2.58086 0.020
Cl -0.04481 3.78375 -5.32692 0.675
C 0.16061 2.48163 -4.21879 -0.711
C 0.98552 1.40919 -4.53797 -0.710
Cl 1.78762 1.34602 -6.06197 0.675
C 1.17160 0.37637 -3.61525 -0.598
Cl 2.07884 -1.04488 -4.02952 0.713
C 0.58121 0.43902 -2.35895 -0.392
O 0.76888 -0.44753 -1.39005 -0.342
C -0.34269 1.46446 -2.08448 -0.382
O -0.99081 1.35614 -0.93007 -0.323
C -0.51880 2.49428 -2.99666 -0.600
Cl -1.61426 3.77150 -2.59426 0.718
C -5.18244 -0.38203 -2.97822 -0.074
C -5.12175 0.18392 -1.55956 -0.187
C -3.90397 -0.25004 -0.87137 -0.137
N -2.90645 -0.52061 -0.37644 0.145
H -6.11521 -0.08174 -3.45081 0.083
H -5.14033 -1.47068 -2.96961 0.080
H -4.35612 -0.00931 -3.58170 0.086
H -5.98013 -0.11425 -0.95623 0.125
H -5.08858 1.27456 -1.54921 0.113
```

Output
HOMO (hartree): -0.34057
Multiplicity: 1
E_LUMO (eV): -1.95
Frontier orbital gap (eV): 7.32
Total charge: +1
Total energy (hartree): -5497.8437

=====

# 3
Formula: C3H5NO2
Source: the Open Molecules 2025 dataset
Level of theory: the ωB97M-V functional and the def2-TZVPD basis

Structure (XYZ):
```
11
Properties=species:S:1:pos:R:3:lowdin_charge:R:1
C -1.74623 0.24655 0.15486 -0.006
C -0.36205 -0.04780 -0.65944 -0.345
O -0.22814 1.13817 -0.88720 0.018
N 0.83290 -0.77016 -0.33810 0.105
C 1.92361 -0.09074 0.22790 -0.307
O 2.93460 -0.64593 0.58535 0.046
H -2.56519 0.25980 -0.56190 0.070
H -1.75196 1.22772 0.70295 0.095
H -1.75989 -0.53917 0.87440 0.044
H 0.97372 -1.76863 -0.42934 0.143
H 1.74863 0.99017 0.33053 0.137
```

Output
HOMO (hartree): -0.34864
Multiplicity: 1
E_LUMO (eV): -0.02
Frontier orbital gap (eV): 9.47
SMILES: CC(=O)NC=O
Total energy (hartree): -322.4717

=====

# 4
Formula: C35H28F3O5PSV
Source: the Open Molecules 2025 dataset
Level of theory: the ωB97M-V functional and the def2-TZVPD basis

Structure (XYZ):
```
74
Properties=species:S:1:pos:R:3:lowdin_charge:R:1
V 0.49505 0.79746 0.04137 1.090
O -0.61207 3.28405 -2.47451 0.252
C 0.31782 2.61453 -2.24882 -0.372
O 0.04181 1.35193 -1.52641 -0.192
C 1.74401 2.76769 -2.59173 -0.123
C 2.01577 3.81229 -3.47080 0.049
C 3.31517 4.05605 -3.89503 0.021
C 4.35455 3.25498 -3.44347 0.009
C 4.10016 2.21358 -2.55978 -0.048
C 2.80197 1.96495 -2.11488 -0.256
P 2.58162 0.45153 -1.18790 1.176
C 3.74857 0.20542 0.12671 -0.356
C 3.68774 -1.01144 0.82752 -0.079
C 4.53906 -1.22314 1.89705 -0.013
C 5.44376 -0.23169 2.27199 0.001
C 5.48574 0.98454 1.59203 -0.037
C 4.63089 1.21779 0.53033 -0.090
C 2.29160 -0.97902 -2.18449 -0.322
C 1.17617 -1.10481 -3.03020 -0.064
C 1.10470 -2.17670 -3.89420 -0.014
C 2.13254 -3.11667 -3.93738 0.016
C 3.24704 -2.98694 -3.11158 -0.013
C 3.33036 -1.93259 -2.22560 -0.054
H 1.19762 4.42463 -3.82788 0.148
H 3.50756 4.86671 -4.58645 0.140
H 5.36861 3.42592 -3.78132 0.138
H 4.92279 1.58065 -2.24726 0.126
H 2.98439 -1.78288 0.53831 0.122
H 4.50556 -2.16299 2.43283 0.134
H 6.11981 -0.40820 3.09989 0.136
H 6.19885 1.74471 1.88391 0.133
H 4.67055 2.16551 0.00988 0.109
H 0.37455 -0.38220 -3.01917 0.104
H 0.24433 -2.28063 -4.54211 0.134
H 2.06626 -3.95151 -4.62311 0.137
H 4.05207 -3.70811 -3.16015 0.134
H 4.20576 -1.83756 -1.59826 0.113
O 1.05065 2.15874 0.87594 -0.572
S 1.90734 3.20964 1.72056 1.214
C 2.58059 2.23023 3.16071 -0.222
C 1.72628 2.07583 4.36421 -0.307
C 1.82708 2.99547 5.41005 -0.040
C 1.04764 2.83894 6.54481 -0.030
C 0.17850 1.76025 6.64596 -0.026
C 0.08843 0.83415 5.61497 -0.038
C 0.86068 0.99216 4.47458 -0.041
C 0.53288 4.29387 2.41336 -0.173
C -0.80825 3.88038 1.91772 -0.304
C -1.61266 3.05620 2.70061 -0.020
C -2.87099 2.69099 2.24614 -0.039
C -3.32820 3.14987 1.01808 -0.033
C -2.53082 3.97794 0.23957 -0.047
C -1.27078 4.34400 0.68665 -0.046
H 3.48512 2.81769 3.35448 0.115
H 2.89420 1.29516 2.69083 0.082
H 2.52914 3.82270 5.34806 0.130
H 1.12994 3.54778 7.35837 0.127
H -0.41577 1.63049 7.54071 0.127
H -0.57497 -0.01640 5.70518 0.124
H 0.80478 0.25657 3.67969 0.098
H 0.82986 5.29495 2.10525 0.115
H 0.63196 4.16875 3.49255 0.094
H -1.26736 2.72000 3.67157 0.117
H -3.50550 2.06680 2.86178 0.126
H -4.32096 2.88531 0.67861 0.126
H -2.90270 4.35656 -0.70418 0.124
H -0.66558 5.03007 0.09988 0.128
F -0.45791 -1.82430 -0.57609 0.117
C -1.49684 -1.60208 0.28693 -0.540
F -2.31909 -0.74702 -0.34129 0.185
F -2.10298 -2.72575 0.53764 0.259
C -0.94355 -0.86333 1.52659 -0.445
O -1.61189 -0.52712 2.44365 0.239
O 0.33336 -0.50429 1.33775 -0.111
```

Output
HOMO (alpha / beta) (hartree): -0.61842 / -0.61842
Multiplicity: 1
E_LUMO (alpha / beta) (eV): -11.69 / -11.69
Frontier orbital gap (alpha / beta) (eV): 5.14 / 5.14
Total charge: +3
Total energy (hartree): -3708.8642

=====

- Which formula does entry 1 have?
  C37H32FeNP2S